{"formula": "C6H9N", "method": "ωB97M-V/def2-TZVPD", "gap_ev": 10.4956, "multiplicity": 1, "homo_energy_ev": -9.421, "symbols": ["C", "C", "C", "C", "N", "C", "C", "H", "H", "H", "H", "H", "H", "H", "H", "H"], "positions_angstrom": [[2.28, 0.06, -0.11], [0.90, 0.58, -0.32], [-0.36, 0.51, 0.53], [-0.90, 1.29, -0.69], [0.44, 1.23, -1.33], [-1.71, -1.60, 0.14], [-0.86, -0.87, 0.86], [2.84, 0.70, 0.58], [2.81, 0.03, -1.07], [2.25, -0.95, 0.32], [-0.30, 1.11, 1.44], [-1.68, 0.79, -1.28], [-1.22, 2.31, -0.48], [-2.14, -1.23, -0.79], [-2.00, -2.59, 0.45], [-0.46, -1.30, 1.78]]}

{"formula": "CH8O3", "method": "ωB97M-V/def2-TZVPD", "gap_ev": 7.8520, "multiplicity": 1, "homo_energy_ev": -9.823, "symbols": ["C", "O", "H", "H", "H", "H", "H", "H", "O", "H", "H", "O"], "positions_angstrom": [[-0.78, 1.31, 1.27], [-0.94, 1.49, -0.10], [-1.68, 1.61, 1.78], [-0.05, 2.12, 1.55], [-0.44, 0.27, 1.61], [-0.91, 0.64, -0.53], [-0.30, -2.24, -0.60], [0.43, -2.24, -0.53], [-0.85, -1.40, -0.43], [2.91, -0.36, -0.59], [1.64, -0.73, 0.06], [2.18, -0.96, -0.76]]}

{"formula": "C25H26As2Cl2FeIN2O4S", "method": "ωB97M-V/def2-TZVPD", "gap_ev": 6.7993, "total_charge": -1, "multiplicity": 1, "homo_energy_ev": -5.346, "symbols": ["Fe", "C", "As", "C", "C", "C", "C", "C", "C", "C", "As", "C", "C", "H", "H", "H", "H", "H", "H", "H", "H", "H", "H", "H", "H", "H", "H", "H", "H", "Cl", "C", "C", "C", "Cl", "C", "C", "C", "C", "N", "C", "C", "O", "H", "H", "H", "H", "N", "C", "C", "C", "C", "C", "C", "S", "O", "O", "O", "H", "H", "H", "H", "H", "H", "I"], "positions_angstrom": [[0.40, -0.74, -0.16], [-0.96, 0.18, 3.18], [0.50, -0.71, 2.25], [0.82, -2.25, 3.39], [2.03, 0.40, 2.71], [2.19, 0.97, 3.97], [3.30, 1.75, 4.25], [4.27, 1.95, 3.28], [4.12, 1.38, 2.02], [3.00, 0.61, 1.73], [2.72, -0.23, -0.01], [3.51, 1.08, -1.21], [4.11, -1.59, 0.05], [-0.79, 0.16, 4.25], [-1.89, -0.34, 2.96], [-1.01, 1.21, 2.83], [1.13, -1.93, 4.38], [1.60, -2.86, 2.93], [-0.09, -2.85, 3.47], [1.43, 0.82, 4.74], [3.41, 2.20, 5.23], [5.14, 2.56, 3.49], [4.88, 1.54, 1.27], [4.57, 1.21, -1.00], [2.99, 2.03, -1.10], [3.39, 0.72, -2.24], [5.07, -1.13, 0.29], [4.16, -2.10, -0.91], [3.84, -2.32, 0.81], [0.21, 4.21, 0.39], [0.16, 3.26, -1.06], [0.12, 3.91, -2.31], [0.08, 3.20, -3.48], [0.00, 4.05, -5.00], [0.09, 1.79, -3.46], [0.04, 0.95, -4.60], [0.06, -0.40, -4.44], [0.15, -0.96, -3.15], [0.22, -0.21, -2.08], [0.16, 1.16, -2.21], [0.17, 1.88, -0.96], [0.19, 1.21, 0.14], [0.11, 4.99, -2.34], [-0.02, 1.39, -5.59], [0.00, -1.07, -5.30], [0.20, -2.03, -2.98], [-1.68, -0.69, -0.08], [-2.66, -1.65, 0.42], [-2.31, -2.60, 1.36], [-3.28, -3.41, 1.92], [-4.61, -3.30, 1.53], [-4.95, -2.38, 0.54], [-3.98, -1.55, -0.01], [-5.86, -4.32, 2.31], [-5.43, -5.68, 2.03], [-7.10, -3.92, 1.66], [-5.77, -3.95, 3.71], [-1.72, 0.14, 0.51], [-2.01, -0.37, -0.99], [-1.27, -2.74, 1.62], [-3.02, -4.16, 2.65], [-5.98, -2.31, 0.24], [-4.25, -0.81, -0.75], [0.85, -3.29, -0.58]]}

{"formula": "C8H16O16S4", "method": "ωB97M-V/def2-TZVPD", "gap_ev": 10.8381, "multiplicity": 1, "homo_energy_ev": -10.849, "symbols": ["C", "C", "O", "S", "O", "O", "O", "H", "H", "H", "H", "C", "C", "O", "S", "O", "O", "O", "H", "H", "H", "H", "C", "C", "O", "S", "O", "O", "O", "H", "H", "H", "H", "C", "C", "O", "S", "O", "O", "O", "H", "H", "H", "H"], "positions_angstrom": [[0.73, -2.57, 4.62], [0.66, -1.23, 5.33], [2.03, -0.77, 5.38], [2.92, -1.47, 4.26], [3.89, -2.27, 4.90], [3.27, -0.52, 3.28], [1.78, -2.42, 3.68], [-0.21, -2.83, 4.16], [1.02, -3.35, 5.34], [0.26, -1.25, 6.34], [0.13, -0.49, 4.74], [0.39, -3.05, -0.92], [0.70, -3.74, 0.44], [1.01, -5.08, 0.04], [1.88, -4.95, -1.28], [1.83, -6.17, -1.97], [3.11, -4.31, -1.00], [0.92, -3.87, -1.95], [0.76, -2.02, -0.88], [-0.68, -2.96, -1.10], [-0.21, -3.69, 1.04], [1.53, -3.31, 0.98], [-1.81, 1.92, 0.76], [-1.64, 1.13, -0.55], [-1.01, -0.11, -0.21], [-1.17, -0.39, 1.35], [0.00, -1.03, 1.82], [-2.43, -0.97, 1.60], [-1.15, 1.13, 1.75], [-2.83, 2.16, 1.06], [-1.22, 2.83, 0.71], [-0.98, 1.66, -1.24], [-2.55, 0.88, -1.09], [-0.34, 5.67, -4.21], [-1.58, 5.70, -5.11], [-1.78, 4.36, -5.57], [-1.03, 3.28, -4.69], [-0.25, 2.45, -5.53], [-1.94, 2.67, -3.79], [-0.10, 4.29, -3.91], [-0.48, 6.21, -3.28], [0.53, 6.07, -4.72], [-1.47, 6.36, -5.97], [-2.49, 6.01, -4.59]]}

{"formula": "C26H39BF4N6OS2SiV", "method": "ωB97M-V/def2-TZVPD", "gap_ev": [3.6589, 5.3662], "total_charge": -2, "multiplicity": 4, "homo_energy_ev": [0.303, -1.408], "symbols": ["V", "N", "C", "C", "N", "H", "H", "H", "H", "H", "H", "H", "H", "C", "Si", "C", "C", "C", "C", "C", "C", "N", "C", "S", "H", "H", "H", "H", "H", "H", "H", "H", "H", "H", "H", "H", "C", "S", "C", "O", "H", "H", "H", "H", "H", "H", "N", "C", "C", "C", "C", "C", "N", "C", "H", "H", "H", "H", "F", "B", "F", "F", "F", "C", "C", "C", "C", "C", "C", "C", "C", "N", "H", "H", "H", "H", "H", "H", "H", "H", "H"], "positions_angstrom": [[-0.16, -0.53, -0.66], [-2.03, 0.17, -1.64], [-2.49, 1.52, -1.96], [-1.54, 2.34, -2.84], [-0.23, 2.64, -2.31], [-2.17, -0.47, -2.42], [-2.58, -0.20, -0.86], [-2.66, 2.02, -1.01], [-3.46, 1.47, -2.49], [-2.06, 3.29, -3.05], [-1.43, 1.84, -3.81], [-0.30, 3.03, -1.38], [0.31, 1.77, -2.18], [0.01, 2.92, 5.72], [0.17, 3.37, 3.90], [0.06, 5.26, 3.77], [1.90, 2.88, 3.38], [-1.32, 2.66, 3.00], [-2.54, 2.99, 3.57], [-3.74, 2.54, 3.04], [-3.66, 1.75, 1.90], [-2.52, 1.43, 1.31], [-1.35, 1.85, 1.84], [0.12, 1.38, 1.03], [0.81, 3.38, 6.30], [0.07, 1.84, 5.85], [-0.94, 3.25, 6.15], [0.85, 5.73, 4.35], [-0.90, 5.62, 4.12], [0.17, 5.57, 2.73], [2.60, 3.39, 4.04], [2.11, 3.15, 2.34], [2.05, 1.80, 3.45], [-2.57, 3.62, 4.46], [-4.70, 2.78, 3.48], [-4.55, 1.34, 1.44], [1.86, -2.73, 2.87], [0.36, -2.34, 1.98], [-0.10, -3.99, 1.45], [0.91, -1.70, 0.74], [2.53, -3.28, 2.22], [1.61, -3.30, 3.77], [2.31, -1.78, 3.15], [-0.26, -4.62, 2.33], [0.69, -4.37, 0.81], [-1.03, -3.88, 0.90], [-4.00, -5.39, -3.09], [-2.97, -4.90, -2.87], [-1.71, -4.31, -2.66], [-0.50, -4.92, -3.17], [0.68, -4.22, -2.88], [0.68, -3.05, -2.18], [-0.50, -2.45, -1.71], [-1.62, -3.11, -1.96], [-0.52, -5.84, -3.73], [1.64, -4.61, -3.23], [1.58, -2.49, -1.98], [-2.53, -2.68, -1.55], [-2.84, -1.23, 2.63], [-3.01, -1.81, 1.39], [-1.86, -1.49, 0.54], [-3.04, -3.20, 1.50], [-4.14, -1.33, 0.73], [1.00, -0.33, -4.51], [2.32, -0.16, -3.80], [3.51, -0.16, -4.49], [4.74, -0.02, -3.85], [4.74, 0.12, -2.46], [3.57, 0.12, -1.72], [3.59, 0.27, -0.23], [2.31, -0.01, -2.38], [1.17, 0.01, -1.69], [1.16, -0.64, -5.54], [0.44, 0.61, -4.51], [0.38, -1.07, -4.01], [3.48, -0.29, -5.57], [5.67, -0.03, -4.41], [5.68, 0.23, -1.93], [4.58, 0.55, 0.13], [3.28, -0.65, 0.27], [2.87, 1.03, 0.10]]}

{"formula": "C3H14N2O", "method": "ωB97M-V/def2-TZVPD", "gap_ev": 8.2403, "total_charge": 2, "multiplicity": 1, "homo_energy_ev": -17.362, "symbols": ["C", "C", "C", "N", "N", "H", "H", "H", "H", "H", "H", "H", "H", "H", "H", "H", "H", "H", "H", "O"], "positions_angstrom": [[-1.16, -0.07, 0.46], [-1.26, 0.44, -1.01], [0.19, 0.53, -1.26], [0.53, 1.74, -2.90], [-0.22, -1.24, 0.45], [-0.71, 0.74, 1.10], [-2.16, -0.34, 0.76], [-1.81, -0.22, -1.72], [-1.77, 1.45, -1.04], [0.73, -0.40, -1.46], [0.86, 1.33, -0.83], [1.35, 1.47, -3.45], [0.54, 2.69, -2.74], [-0.15, 1.70, -3.77], [-0.48, -2.03, 0.97], [-0.14, -1.63, -0.55], [0.50, -0.82, 0.98], [2.11, -2.03, 3.98], [0.65, -1.52, 4.36], [1.47, -1.17, 3.92]]}

{"formula": "C28H41N3O4P3Pt", "method": "ωB97M-V/def2-TZVPD", "gap_ev": 5.4811, "total_charge": 3, "multiplicity": 1, "homo_energy_ev": -16.929, "symbols": ["Pt", "C", "P", "C", "N", "C", "C", "C", "C", "C", "C", "N", "C", "P", "C", "C", "C", "C", "C", "C", "C", "C", "C", "H", "H", "H", "H", "H", "H", "H", "H", "H", "H", "H", "H", "H", "H", "H", "H", "H", "H", "H", "H", "H", "H", "H", "H", "H", "H", "H", "H", "C", "P", "C", "C", "H", "H", "H", "H", "H", "H", "H", "H", "H", "O", "C", "O", "C", "C", "C", "C", "C", "C", "N", "O", "O", "H", "H", "H", "H"], "positions_angstrom": [[0.25, 0.08, 0.13], [-0.47, -3.17, -1.47], [-0.52, -2.13, 0.00], [-2.26, -2.15, 0.49], [-2.89, -3.30, 0.40], [-4.17, -3.33, 0.84], [-4.91, -4.53, 0.78], [-6.18, -4.55, 1.25], [-6.79, -3.38, 1.80], [-6.11, -2.20, 1.87], [-4.78, -2.14, 1.39], [-4.10, -0.98, 1.44], [-2.87, -0.99, 0.99], [-1.93, 0.55, 0.93], [-1.44, 1.07, 2.59], [-2.93, 1.89, 0.16], [-3.58, 1.36, -1.12], [-1.98, 3.07, -0.12], [-4.03, 2.33, 1.14], [0.55, -2.92, 1.30], [0.56, -2.04, 2.55], [1.95, -3.14, 0.73], [-0.08, -4.28, 1.65], [-0.96, -4.10, -1.15], [0.53, -3.39, -1.80], [-1.09, -2.75, -2.26], [-4.43, -5.41, 0.37], [-6.76, -5.46, 1.22], [-7.80, -3.44, 2.16], [-6.55, -1.31, 2.28], [-2.35, 1.30, 3.14], [-0.82, 1.96, 2.53], [-0.92, 0.28, 3.12], [-2.85, 0.97, -1.82], [-4.12, 2.17, -1.60], [-4.30, 0.57, -0.90], [-1.11, 2.77, -0.71], [-1.63, 3.55, 0.79], [-2.53, 3.82, -0.70], [-4.73, 1.53, 1.36], [-4.57, 3.15, 0.66], [-3.63, 2.73, 2.07], [0.93, -1.03, 2.38], [1.25, -2.49, 3.28], [-0.42, -2.00, 3.03], [2.45, -2.21, 0.43], [1.95, -3.85, -0.09], [2.56, -3.58, 1.53], [-1.10, -4.21, 2.02], [0.53, -4.72, 2.44], [-0.05, -4.98, 0.81], [-0.73, 0.34, -3.26], [0.67, 0.26, -2.15], [1.48, 1.86, -2.19], [1.80, -0.97, -2.79], [-0.29, 0.38, -4.26], [-1.30, 1.26, -3.11], [-1.37, -0.54, -3.20], [1.56, 2.13, -3.25], [2.48, 1.81, -1.76], [0.88, 2.63, -1.69], [2.17, -0.54, -3.72], [1.29, -1.90, -3.02], [2.64, -1.12, -2.12], [1.21, 1.66, 1.08], [2.38, 1.15, 0.88], [2.36, 0.09, 0.13], [3.60, 1.69, 1.41], [4.83, 1.17, 0.99], [6.00, 1.70, 1.50], [5.91, 2.73, 2.42], [4.71, 3.26, 2.86], [3.54, 2.74, 2.34], [7.17, 3.30, 2.97], [8.20, 2.81, 2.56], [7.05, 4.07, 3.89], [4.87, 0.36, 0.28], [6.98, 1.35, 1.20], [4.72, 4.06, 3.59], [2.58, 3.13, 2.65]]}

{"formula": "C11H23N3O3S", "method": "ωB97M-V/def2-TZVPD", "gap_ev": 8.9511, "multiplicity": 1, "smiles": "CSCC[C@H](NC(=O)[C@@H](N)CCCCN)C(=O)O", "homo_energy_ev": -8.737, "symbols": ["C", "S", "C", "C", "C", "N", "C", "O", "C", "N", "C", "C", "C", "C", "N", "C", "O", "O", "H", "H", "H", "H", "H", "H", "H", "H", "H", "H", "H", "H", "H", "H", "H", "H", "H", "H", "H", "H", "H", "H", "H"], "positions_angstrom": [[0.70, 2.07, 4.57], [1.52, 0.32, 4.98], [2.11, -0.33, 3.44], [0.95, -0.28, 2.37], [1.47, -1.08, 1.12], [0.90, -0.41, -0.17], [-0.49, -0.63, -0.32], [-1.15, -1.26, 0.57], [-1.16, -0.13, -1.66], [-2.46, -1.11, -1.60], [-1.66, 1.29, -1.60], [-2.30, 1.87, -2.99], [-1.20, 2.01, -4.00], [-1.21, 2.72, -5.42], [-2.39, 2.40, -6.34], [1.53, -2.54, 0.86], [1.97, -3.11, -0.36], [1.68, -3.12, 1.93], [0.25, 2.15, 5.67], [1.47, 2.98, 4.65], [-0.03, 2.21, 3.69], [2.30, -1.47, 3.70], [3.17, 0.20, 3.36], [-0.09, -0.70, 2.86], [0.91, 0.87, 2.06], [2.74, -1.01, 1.11], [1.44, -0.69, -1.22], [-0.35, -0.37, -2.39], [-2.17, -2.08, -2.26], [-2.45, -1.57, -0.41], [-2.63, 1.30, -0.95], [-0.84, 1.99, -1.22], [-3.36, 1.18, -3.08], [-2.87, 2.76, -2.83], [-0.96, 0.79, -4.02], [-0.38, 2.34, -3.49], [-1.02, 3.97, -5.22], [-0.42, 2.54, -6.17], [-2.21, 2.81, -7.35], [-3.45, 2.62, -6.26], [1.71, -4.10, 1.52]]}

{"formula": "C3H3F2NO2", "method": "ωB97M-V/def2-TZVPD", "gap_ev": [9.4591, 9.4580], "multiplicity": 1, "homo_energy_ev": [-9.122, -9.120], "symbols": ["C", "C", "C", "N", "O", "O", "F", "F", "H", "H", "H"], "positions_angstrom": [[-1.25, -1.14, -0.03], [1.01, -0.58, 0.05], [0.44, 0.86, 0.01], [-0.67, 0.83, -0.86], [-2.36, -1.47, -0.02], [-0.07, -1.49, 0.26], [0.12, 1.22, 1.32], [-1.65, 1.73, -0.46], [1.51, -0.83, -0.89], [1.69, -0.70, 0.90], [1.23, 1.56, -0.30]]}

Number 1: maximum force 0.41 eV/Å. Number 2: maximum force 6.29 eV/Å. Number 3: maximum force 0.77 eV/Å. Number 4: maximum force 1.52 eV/Å. Number 5: maximum force 0.42 eV/Å. Number 6: maximum force 5.45 eV/Å. Number 7: maximum force 1.18 eV/Å. Number 8: maximum force 9.31 eV/Å. Number 9: maximum force 4.10 eV/Å.